ORCA calculation (ωB97M-V/def2-TZVPD) on a cluster of 2 separate species, C3H11NO in total in a non-equilibrium geometry.

The geometry in XYZ format:
```
16
Properties=species:S:1:pos:R:3:forces:R:3
C 1.0311 0.9097 1.8383 3.542 -2.564 -5.244
C -0.0901 0.2574 1.1776 -1.513 -1.923 0.886
O 0.1121 -0.1321 -0.1711 2.096 -0.765 -1.027
C 0.3226 0.8559 -1.2127 -2.389 1.568 -0.490
H 1.0269 0.9907 2.8185 -0.551 0.694 4.629
H 1.9024 0.1755 1.5896 -0.948 1.337 0.577
H 1.2464 1.7793 1.2918 0.586 1.661 -0.143
H -0.9279 0.9292 1.1674 -1.050 0.114 0.335
H -0.2645 -0.7016 1.8473 -0.383 1.572 -1.965
H 0.4998 0.5076 -2.3401 -0.404 -0.201 2.932
H 1.0364 1.6968 -1.0556 0.038 -1.007 0.453
H -0.7011 1.3696 -1.1679 1.221 -0.155 -0.836
N -1.2037 -2.2338 -1.6231 -0.747 -1.082 -0.956
H -1.0983 -2.7892 -0.8038 -0.105 -0.495 0.507
H -2.1977 -2.2225 -1.9104 1.247 0.632 0.428
H -0.6942 -1.3926 -1.4461 -0.642 0.612 -0.084
```
Positions in Å, forces in eV/Å.

The energy above the lowest of the compared OMol25 structures with the same formula, charge and spin comes out at 56.3 kcal per mole. Its HOMO energy is -9.085 eV. Its total energy is -250.8069 a.u. Its SMILES is CCOC.N.

natural (NBO) population analysis, charges in e, atoms 1 to 5: atom 1 (C): -0.623, atom 2 (C): -0.041, atom 3 (O): -0.574, atom 4 (C): -0.293, atom 5 (H): 0.215